Entry 1:
Below is one molecule with the formula C5H8O, with properties calculated with the ωB97M-V functional and the def2-TZVPD basis.

Last column: Mulliken charge in e.
Positions of all 14 atoms, in Å:
C (2.95, 0.26, 0.46)  0.164
C (1.75, 0.41, 0.55)  -0.791
C (0.35, 0.73, 0.27)  -0.413
C (-0.60, -0.48, 0.18)  0.300
C (-1.93, -0.03, -0.42)  -1.323
O (-0.06, -1.46, -0.68)  -0.518
H (3.99, 0.24, 0.22)  0.406
H (0.39, 1.18, -0.72)  0.240
H (-0.05, 1.47, 0.97)  0.352
H (-0.78, -0.90, 1.18)  0.196
H (-1.75, 0.43, -1.40)  0.356
H (-2.60, -0.88, -0.54)  0.324
H (-2.41, 0.71, 0.23)  0.358
H (0.85, -1.62, -0.39)  0.349

As for the net charge: 0. The value obtained for the frontier orbital gap is 11.02 eV. Its spin multiplicity is 1. The energy above the lowest of the compared OMol25 structures with the same formula, charge and spin comes out at 2.101 eV. As for the LUMO energy: 0.95 eV. As for the structure (SMILES): C#CC[C@@H](C)O. Its HOMO energy is -0.3699 hartree.


Entry 2:
Below is one molecule with the formula C5H8O in a non-equilibrium geometry, with properties calculated with the ωB97M-V functional and the def2-TZVPD basis.

Last column: Mulliken charge in e.
Positions of all 14 atoms, in Å:
C (2.03, -1.28, -0.09)  0.195
C (1.15, -0.47, 0.06)  -0.691
C (0.02, 0.48, 0.33)  0.318
C (0.43, 1.88, -0.04)  -1.318
O (-1.15, 0.17, -0.40)  -0.342
C (-1.80, -1.02, 0.08)  -0.684
H (2.74, -2.06, -0.26)  0.435
H (-0.26, 0.39, 1.39)  0.292
H (1.45, 2.12, 0.35)  0.361
H (-0.31, 2.64, 0.30)  0.326
H (0.47, 1.94, -1.16)  0.305
H (-2.73, -1.11, -0.47)  0.238
H (-1.99, -0.89, 1.15)  0.305
H (-1.17, -1.92, -0.09)  0.263

As for the net charge: 0. The value obtained for the frontier orbital gap is 11.28 eV. Its spin multiplicity is 1. The energy above the lowest of the compared OMol25 structures with the same formula, charge and spin comes out at 2.614 eV. As for the LUMO energy: 1.07 eV. As for the structure (SMILES): C#C[C@@H](C)OC. Its HOMO energy is -0.3749 hartree.


Entry 3:
Below is one molecule with the formula C5H8O, with properties calculated with the ωB97M-V functional and the def2-TZVPD basis.

Last column: Mulliken charge in e.
Positions of all 14 atoms, in Å:
O (-1.40, 1.84, 0.26)  -0.558
C (-0.75, 0.61, 0.48)  0.257
C (-1.08, -0.59, -0.41)  -0.757
C (0.30, -1.11, -0.05)  -0.123
C (1.44, -0.37, -0.64)  -0.561
C (0.74, 0.37, 0.44)  -0.531
H (-0.75, 2.53, 0.13)  0.341
H (-0.91, 0.28, 1.51)  0.192
H (-1.26, -0.32, -1.46)  0.264
H (-1.93, -1.19, -0.06)  0.256
H (0.40, -2.08, 0.45)  0.332
H (1.52, -0.06, -1.68)  0.253
H (2.36, -0.76, -0.20)  0.237
H (1.32, 0.85, 1.24)  0.397

As for the net charge: 0. The value obtained for the frontier orbital gap is 10.30 eV. Its spin multiplicity is 1. The energy above the lowest of the compared OMol25 structures with the same formula, charge and spin comes out at 2.714 eV. As for the LUMO energy: 0.95 eV. As for the structure (SMILES): O[C@H]1C[C@H]2C[C@H]21. Its HOMO energy is -0.3436 hartree.


Entry 4:
Below is one molecule with the formula C5H8O in a non-equilibrium geometry, with properties calculated with the ωB97M-V functional and the def2-TZVPD basis.

Last column: Mulliken charge in e.
Positions of all 14 atoms, in Å:
C (-1.30, -0.11, -1.30)  -1.332
C (-0.05, -0.08, -0.45)  0.356
C (0.38, 1.10, 0.44)  -0.727
C (1.17, 0.06, 1.27)  -0.088
O (0.23, -0.62, 2.07)  -0.464
C (0.41, -1.03, 0.67)  -0.346
H (-2.21, 0.02, -0.71)  0.327
H (-1.38, -1.05, -1.85)  0.346
H (-1.27, 0.70, -2.05)  0.319
H (0.84, -0.34, -1.06)  0.208
H (-0.44, 1.49, 1.05)  0.265
H (0.90, 1.93, -0.05)  0.306
H (2.21, 0.11, 1.55)  0.398
H (0.56, -2.09, 0.47)  0.430

As for the net charge: 0. The value obtained for the frontier orbital gap is 10.71 eV. Its spin multiplicity is 1. The energy above the lowest of the compared OMol25 structures with the same formula, charge and spin comes out at 2.767 eV. As for the LUMO energy: 1.08 eV. As for the structure (SMILES): C[C@H]1C[C@H]2O[C@@H]12. Its HOMO energy is -0.3537 hartree.


Entry 5:
Below is one molecule with the formula C5H8O, with properties calculated with the ωB97M-V functional and the def2-TZVPD basis.

Last column: Mulliken charge in e.
Positions of all 14 atoms, in Å:
C (0.99, -1.22, -0.61)  -1.283
C (-0.40, -0.75, -0.21)  0.238
C (-0.67, -0.20, 1.16)  -0.781
C (-0.79, 0.71, -0.05)  -0.059
C (0.18, 1.83, -0.19)  -0.173
O (1.35, 1.71, -0.48)  -0.477
H (1.77, -0.72, -0.03)  0.279
H (1.07, -2.30, -0.45)  0.373
H (1.20, -1.01, -1.66)  0.303
H (-1.20, -1.35, -0.63)  0.340
H (0.18, -0.02, 1.81)  0.261
H (-1.59, -0.48, 1.68)  0.270
H (-1.81, 0.98, -0.33)  0.372
H (-0.26, 2.83, 0.00)  0.339

As for the net charge: 0. The value obtained for the frontier orbital gap is 10.72 eV. Its spin multiplicity is 1. The energy above the lowest of the compared OMol25 structures with the same formula, charge and spin comes out at 1.230 eV. As for the LUMO energy: 1.02 eV. As for the structure (SMILES): C[C@H]1C[C@H]1C=O. Its HOMO energy is -0.3564 hartree.


Entry 6:
Below is a 2-piece molecular cluster, C5H8O overall in a non-equilibrium geometry, with properties calculated with the ωB97M-V functional and the def2-TZVPD basis.

Last column: Mulliken charge in e.
Positions of all 14 atoms, in Å:
O (-0.64, 2.46, -0.40)  -0.562
C (-0.38, 1.33, -0.07)  0.210
C (-1.41, 0.24, 0.25)  -0.367
C (-0.56, -0.95, 0.58)  -0.327
C (0.75, -0.68, 0.47)  -0.691
C (1.02, 0.75, 0.11)  -0.318
H (-2.03, 0.56, 1.09)  0.295
H (-2.09, 0.12, -0.61)  0.275
H (-0.95, -1.93, 0.84)  0.395
H (1.55, -1.40, 0.60)  0.482
H (1.52, 1.24, 0.94)  0.259
H (1.63, 0.93, -0.79)  0.316
H (0.47, -1.36, -1.30)  -0.119
H (1.10, -1.30, -1.72)  0.152

As for the net charge: 0. The value obtained for the frontier orbital gap is 10.53 eV. Its spin multiplicity is 1. The energy above the lowest of the compared OMol25 structures with the same formula, charge and spin comes out at 2.131 eV. As for the LUMO energy: 1.09 eV. As for the structure (SMILES): O=C1CC=CC1.[H][H]. Its HOMO energy is -0.3470 hartree.


Entry 7:
Below is one molecule with the formula C5H8O, with properties calculated with the ωB97M-V functional and the def2-TZVPD basis.

Last column: Mulliken charge in e.
Positions of all 14 atoms, in Å:
C (0.41, -0.43, 1.83)  -1.244
C (-0.22, -0.70, 0.46)  0.463
O (-1.51, -0.28, 0.37)  -0.625
C (-0.53, 0.07, -1.79)  -0.137
C (-0.22, 1.28, -1.11)  -0.475
C (0.48, -0.08, -0.79)  -0.443
H (-0.17, -0.93, 2.61)  0.325
H (0.41, 0.65, 2.04)  0.290
H (1.45, -0.80, 1.87)  0.331
H (-0.12, -1.78, 0.24)  0.256
H (-0.78, -0.25, -2.80)  0.364
H (0.17, 2.15, -1.63)  0.307
H (-0.89, 1.43, -0.23)  0.199
H (1.52, -0.33, -1.05)  0.388

As for the net charge: 0. The value obtained for the frontier orbital gap (spin up / spin down) is 7.18 / 9.10 eV. Its spin multiplicity is 1. The energy above the lowest of the compared OMol25 structures with the same formula, charge and spin comes out at 5.405 eV. As for the LUMO energy (spin up / spin down): -1.18 / -0.32 eV. Its HOMO energy (spin up / spin down) is -0.3072 / -0.3462 hartree.


Entry 8:
Below is C5H8O as an isolated structure in a non-equilibrium geometry, with properties calculated with the ωB97M-V functional and the def2-TZVPD basis.

Last column: Mulliken charge in e.
Positions of all 14 atoms, in Å:
C (1.49, 0.36, -1.05)  -0.875
C (0.44, -0.58, -0.73)  -0.455
C (-0.36, -0.95, 1.40)  -1.005
C (-0.86, -0.31, 0.20)  0.547
C (-1.19, 1.15, 0.43)  -0.164
O (-2.26, 1.64, 0.16)  -0.476
H (1.41, 1.40, -0.77)  0.315
H (2.55, 0.01, -1.13)  0.243
H (0.51, 0.21, -1.87)  0.314
H (0.66, -1.57, -1.14)  0.363
H (0.34, -0.45, 2.05)  0.287
H (-0.79, -1.88, 1.78)  0.274
H (-1.67, -0.83, -0.29)  0.300
H (-0.40, 1.74, 0.94)  0.333

As for the net charge: 0. The value obtained for the frontier orbital gap (spin up / spin down) is 7.08 / 8.13 eV. Its spin multiplicity is 1. The energy above the lowest of the compared OMol25 structures with the same formula, charge and spin comes out at 5.829 eV. As for the LUMO energy (spin up / spin down): 0.28 / 0.63 eV. Its HOMO energy (spin up / spin down) is -0.2499 / -0.2754 hartree.


Result set for total energy: -7360.1545; -7359.6413; -7359.5414; -7359.4878; -7361.0250; -7360.1239; -7356.8504; -7356.4263 eV, one per record in the order listed.